# 1
{"formula": "C37H33N3O2", "method": "ωB97M-V with the def2-TZVPD basis set", "species": ["C", "C", "C", "C", "C", "C", "N", "C", "C", "C", "C", "C", "C", "C", "C", "C", "C", "O", "N", "C", "C", "C", "C", "C", "C", "H", "H", "H", "H", "H", "H", "H", "H", "H", "H", "H", "H", "H", "H", "H", "H", "H", "H", "H", "H", "H", "H", "H", "C", "C", "C", "C", "C", "C", "O", "C", "C", "C", "C", "C", "C", "C", "N", "C", "C", "H", "H", "H", "H", "H", "H", "H", "H", "H", "H"], "positions_angstrom": [[6.1254, -4.2416, 0.1632], [4.6410, -4.1072, 0.3752], [4.1262, -4.0647, 1.6753], [2.7492, -3.9641, 1.9024], [2.1963, -3.9015, 3.2893], [1.8961, -3.9004, 0.7980], [0.4796, -3.8472, 0.9905], [-0.2329, -2.7977, 1.5156], [0.2341, -1.4062, 1.4359], [-0.3559, -0.4973, 2.4168], [-0.4761, 0.8534, 2.2772], [-1.1440, 1.6237, 3.3274], [-1.0983, 3.0411, 3.3336], [-1.8097, 3.7904, 4.2672], [-2.5348, 3.1497, 5.2844], [-2.5333, 1.7519, 5.3440], [-1.8619, 0.9985, 4.3824], [1.0364, -1.0624, 0.5485], [-1.5249, -3.1874, 1.5493], [-2.6771, -2.4137, 1.9690], [-1.6349, -4.5063, 1.1141], [-0.4023, -4.9085, 0.7606], [2.3809, -3.8989, -0.5084], [1.4432, -3.7014, -1.6476], [3.7613, -4.0119, -0.7095], [6.3511, -4.3138, -0.9080], [6.6710, -3.3757, 0.5719], [6.5121, -5.1459, 0.6590], [4.8020, -4.1040, 2.5339], [1.3585, -4.5907, 3.4421], [2.9815, -4.1703, 4.0011], [1.8461, -2.8911, 3.5374], [-0.6320, -0.9835, 3.3564], [0.0028, 1.3890, 1.4594], [-0.4693, 3.5491, 2.5963], [-1.7961, 4.8803, 4.2170], [-3.0883, 3.7243, 6.0287], [-3.0534, 1.2271, 6.1416], [-1.8811, -0.0908, 4.4464], [-3.5614, -2.8972, 1.5337], [-2.7703, -2.4131, 3.0648], [-2.6155, -1.3806, 1.6126], [-2.5973, -5.0092, 1.0667], [-0.0684, -5.8391, 0.3260], [2.0118, -3.6874, -2.5812], [0.6915, -4.4942, -1.7176], [0.9154, -2.7449, -1.5515], [4.1500, -4.0136, -1.7312], [-4.2336, 3.9421, -2.4852], [-3.5249, 2.9614, -3.1855], [-2.2553, 2.5814, -2.7772], [-1.6615, 3.1690, -1.6310], [-0.2931, 2.8907, -1.2953], [0.6905, 2.6280, -2.3646], [1.7545, 2.0690, -2.0926], [0.4442, 3.0725, -3.8156], [-0.1869, 4.2650, -4.2128], [-0.3836, 4.5513, -5.5697], [0.0547, 3.6627, -6.5547], [0.7957, 2.5445, -6.1652], [1.0079, 2.2678, -4.8129], [0.2941, 3.3795, -0.1295], [0.7992, 3.8671, 0.8220], [-2.4041, 4.1306, -0.8944], [-3.6598, 4.5225, -1.3497], [-5.2257, 4.2481, -2.8263], [-3.9573, 2.4967, -4.0665], [-1.6908, 1.8550, -3.3651], [-0.5369, 4.9735, -3.4586], [-0.8859, 5.4731, -5.8607], [-0.1704, 3.8431, -7.6065], [1.2156, 1.8749, -6.9129], [1.6154, 1.4091, -4.5191], [-1.9447, 4.6138, -0.0241], [-4.2020, 5.2921, -0.8064]], "forces_ev_per_angstrom": [[0.218, -0.021, -0.126], [-0.182, 0.058, 0.044], [-0.453, 0.050, -0.175], [0.096, -0.039, -0.265], [0.094, -0.019, 0.487], [1.071, -0.092, -0.271], [-1.726, 0.149, 0.798], [-0.099, -2.425, -2.079], [1.857, 3.157, -0.766], [0.327, 0.055, -0.093], [0.491, -0.809, 0.902], [-0.508, 0.780, 0.904], [0.136, -0.341, -0.363], [-0.230, -0.320, 0.495], [0.283, -0.075, -0.439], [0.220, -0.161, -0.235], [0.163, 0.408, -0.332], [-1.701, -1.383, 1.546], [0.594, -0.615, 0.173], [-0.777, 0.316, 0.215], [-0.332, 0.778, 0.185], [1.082, 0.433, 0.000], [0.321, 0.054, 0.219], [-0.090, 0.053, -0.580], [-0.160, -0.042, 0.390], [0.026, 0.022, 0.290], [-0.220, -0.283, -0.126], [-0.120, 0.296, -0.150], [-0.205, -0.021, -0.281], [0.085, 0.057, -0.063], [-0.194, 0.101, -0.004], [0.092, -0.137, -0.008], [-0.279, 0.131, -0.397], [-0.331, -0.075, -0.202], [-0.295, -0.194, 0.057], [0.083, -0.340, -0.005], [0.178, -0.129, -0.244], [0.015, 0.172, -0.106], [-0.199, 0.379, 0.071], [0.253, 0.231, 0.173], [0.071, -0.001, -0.375], [0.049, -0.301, 0.056], [0.394, 0.200, 0.046], [0.066, 0.126, 0.209], [-0.222, 0.017, 0.065], [0.092, 0.062, -0.042], [0.119, -0.111, -0.001], [-0.119, 0.021, 0.343], [-0.049, -0.024, -0.054], [0.022, 0.192, 0.222], [-0.145, 0.106, 0.488], [-0.602, 0.702, 0.065], [0.902, 0.008, -1.512], [-0.100, -0.312, 1.000], [-0.010, 0.322, -0.627], [0.499, 0.045, -0.242], [0.022, -0.178, 0.003], [0.098, -0.165, 0.225], [0.131, -0.093, 0.360], [-0.084, 0.048, 0.110], [-0.193, 0.024, -0.137], [0.905, 1.013, 1.784], [-1.002, -1.082, -1.471], [-0.169, -0.271, -0.588], [0.002, -0.245, 0.111], [0.320, -0.066, 0.139], [-0.006, 0.080, 0.048], [-0.246, 0.137, 0.290], [0.011, -0.297, -0.180], [0.052, -0.206, 0.117], [0.168, 0.025, 0.265], [-0.107, 0.112, 0.068], [-0.274, 0.236, 0.001], [-0.195, -0.216, -0.355], [0.014, -0.065, -0.065]], "lumo_ev": -1.808, "energy_ev": -47466.91704, "e_homo_ha": -0.198, "relative_energy_ev": 1.3247, "orbital_gap_ev": 3.6}

***

# 2
{"formula": "C18H25N2O8S4W", "method": "ωB97M-V with the def2-TZVPD basis set", "species": ["W", "C", "C", "S", "C", "C", "S", "C", "C", "S", "C", "C", "S", "H", "H", "H", "H", "H", "H", "H", "H", "H", "H", "H", "H", "H", "H", "H", "H", "O", "C", "O", "C", "C", "C", "N", "C", "C", "C", "O", "O", "H", "H", "H", "C", "O", "C", "C", "H", "H", "H", "H", "H", "H", "O", "N", "O", "O"], "positions_angstrom": [[-0.1204, -0.1840, -0.3062], [-1.0799, 0.5320, 3.3822], [-0.3455, 1.8436, 3.1660], [-0.0183, 2.1681, 1.4216], [-1.4834, 3.0436, 0.8235], [-2.7455, 2.2148, 0.6971], [-2.5962, 0.7526, -0.3948], [-3.7410, -0.3390, 0.4908], [-3.5835, -1.7452, -0.0549], [-1.8625, -2.2999, -0.0943], [-1.5551, -3.0535, 1.5171], [-1.4929, -2.0937, 2.6859], [-0.2833, -0.7682, 2.3979], [-2.1291, 0.6054, 3.0948], [-1.0357, 0.2330, 4.4300], [0.6362, 1.8124, 3.6397], [-0.8875, 2.6802, 3.6066], [-1.1854, 3.4684, -0.1347], [-1.6710, 3.8826, 1.4953], [-3.5473, 2.8296, 0.2877], [-3.0698, 1.8558, 1.6739], [-4.7567, 0.0267, 0.3380], [-3.5182, -0.3000, 1.5570], [-3.9201, -1.7914, -1.0915], [-4.1808, -2.4639, 0.5063], [-0.6084, -3.5754, 1.3782], [-2.3220, -3.8112, 1.6813], [-1.2039, -2.6311, 3.5890], [-2.4644, -1.6336, 2.8697], [6.6520, 1.9297, 0.3304], [5.8205, 2.4883, -0.3961], [5.8606, 3.4769, -1.1409], [4.4252, 1.7954, -0.3799], [4.2019, 0.6323, 0.3404], [2.9498, 0.0479, 0.3551], [1.9138, 0.5776, -0.3082], [2.1230, 1.7312, -0.9823], [3.3422, 2.3579, -1.0568], [0.8842, 2.3112, -1.5372], [0.7186, 3.3428, -2.1023], [-0.1907, 1.4874, -1.2638], [5.0350, 0.2113, 0.8894], [2.7556, -0.8544, 0.9142], [3.4875, 3.2849, -1.5981], [-0.0609, -2.9655, -3.6265], [-0.2376, -2.2187, -2.3961], [-0.0630, -0.9401, -2.2214], [0.2287, -0.0862, -3.4144], [0.9885, -3.2468, -3.6904], [-0.3718, -2.4060, -4.5009], [-0.6846, -3.8446, -3.5047], [0.2245, -0.6206, -4.3574], [1.2194, 0.3578, -3.2834], [-0.4819, 0.7384, -3.4597], [1.4276, -3.9121, -0.3107], [1.5477, -2.7642, -0.6252], [2.2250, -2.2847, -1.4953], [0.8309, -1.8856, 0.1688]], "forces_ev_per_angstrom": [[-1.039, 0.097, 1.011], [-0.065, 0.014, -0.059], [0.007, -0.061, 0.035], [0.023, 0.017, -0.080], [-0.017, 0.021, -0.012], [-0.006, -0.032, 0.066], [-0.004, 0.059, -0.002], [0.101, -0.037, 0.035], [-0.027, 0.062, 0.035], [0.023, 0.042, -0.163], [0.033, -0.022, 0.042], [-0.067, -0.012, -0.060], [0.126, -0.020, -0.036], [0.025, -0.011, -0.018], [0.023, -0.026, -0.004], [0.014, 0.004, -0.032], [-0.021, 0.006, -0.030], [0.019, -0.020, 0.002], [0.012, -0.018, 0.025], [0.012, -0.010, -0.039], [-0.002, -0.001, -0.026], [0.006, 0.016, -0.034], [0.014, 0.013, -0.023], [0.026, -0.009, -0.005], [0.036, -0.007, 0.034], [0.006, 0.007, -0.016], [-0.034, 0.028, -0.012], [0.054, 0.016, -0.004], [0.025, 0.011, -0.005], [-0.137, -0.014, 0.011], [0.225, 0.031, -0.093], [-0.116, -0.062, 0.067], [-0.069, 0.019, 0.042], [0.046, 0.013, 0.002], [0.029, -0.012, 0.028], [0.114, 0.010, -0.039], [0.132, 0.112, -0.072], [-0.042, -0.054, 0.009], [-0.244, -0.140, 0.008], [0.124, 0.049, -0.023], [0.247, 0.132, -0.213], [-0.008, -0.015, 0.003], [0.008, -0.039, 0.001], [-0.026, -0.001, -0.015], [0.115, 0.001, 0.006], [-0.272, 0.110, -0.038], [0.132, -0.149, -0.378], [-0.035, -0.032, 0.022], [-0.012, 0.022, -0.050], [-0.059, -0.009, 0.017], [0.034, -0.019, 0.009], [0.014, -0.012, 0.015], [0.012, -0.012, -0.005], [0.010, 0.007, -0.008], [-0.045, -0.018, -0.025], [0.158, 0.233, -0.034], [0.019, -0.095, 0.242], [0.342, -0.183, -0.113]], "lumo_ev": -4.620, "energy_ev": -83588.37109, "e_homo_ha": -0.361, "relative_energy_ev": 0.1466, "charge": 1, "orbital_gap_ev": 5.2}

***

# 3
{"formula": "C44H46N2O4PS4Sn", "method": "ωB97M-V with the def2-TZVPD basis set", "species": ["Sn", "C", "C", "C", "C", "C", "C", "C", "S", "O", "C", "C", "C", "C", "C", "C", "C", "C", "C", "C", "C", "C", "C", "C", "C", "C", "C", "C", "C", "C", "S", "O", "C", "C", "C", "C", "C", "C", "C", "H", "H", "H", "H", "H", "H", "H", "H", "H", "H", "H", "H", "H", "H", "H", "H", "H", "H", "H", "H", "H", "H", "H", "H", "H", "H", "C", "N", "C", "C", "N", "C", "H", "H", "H", "H", "H", "H", "C", "C", "C", "O", "P", "S", "S", "O", "C", "C", "C", "H", "H", "H", "H", "H", "H", "H", "H", "H", "H", "H", "H", "H", "H"], "positions_angstrom": [[0.2891, 3.0045, -1.3725], [5.7579, -2.0836, 3.7686], [4.6555, -1.4676, 2.9795], [4.8994, -0.4310, 2.0795], [3.8768, 0.0801, 1.3007], [2.6004, -0.4321, 1.4375], [2.3196, -1.4372, 2.3503], [3.3498, -1.9445, 3.1170], [1.3235, 0.1558, 0.3143], [0.3865, -0.9803, 0.1240], [0.5166, 1.3209, 1.4391], [1.3124, 2.4579, 1.7176], [0.9188, 3.3578, 2.6666], [-0.3305, 3.2107, 3.3047], [-0.7605, 4.1250, 4.2926], [-1.9811, 3.9887, 4.8936], [-2.8447, 2.9534, 4.4949], [-2.4593, 2.0508, 3.5426], [-1.1806, 2.1283, 2.9470], [-0.7099, 1.1325, 2.0298], [-1.6214, -0.0158, 1.7901], [-1.9520, -0.9022, 2.8497], [-1.2191, -0.9350, 4.0570], [-1.5308, -1.8419, 5.0313], [-2.5794, -2.7632, 4.8504], [-3.3062, -2.7591, 3.6929], [-3.0233, -1.8221, 2.6762], [-3.8068, -1.7540, 1.5010], [-3.4379, -0.9499, 0.4621], [-2.3000, -0.1312, 0.5902], [-1.4193, 0.5197, -0.8131], [-1.7899, 2.0049, -1.0379], [-2.1598, -0.3776, -2.1786], [-2.4844, 0.2535, -3.3257], [-2.7890, -0.5122, -4.5209], [-2.9173, -1.9908, -4.4076], [-3.7863, -2.7598, -5.3537], [-2.6215, -2.5655, -3.1107], [-2.2035, -1.8090, -2.0772], [6.7243, -1.6745, 3.4921], [5.7806, -3.1601, 3.6137], [5.6051, -1.9183, 4.8370], [5.8995, -0.0287, 1.9749], [4.0756, 0.8602, 0.5718], [1.3105, -1.8250, 2.4323], [3.1425, -2.7333, 3.8303], [2.2987, 2.5301, 1.2622], [1.5636, 4.1774, 2.9580], [-0.0885, 4.9256, 4.5833], [-2.2943, 4.6741, 5.6711], [-3.8212, 2.8702, 4.9531], [-3.1425, 1.2696, 3.2463], [-0.3969, -0.2449, 4.1964], [-0.9721, -1.8557, 5.9547], [-2.8043, -3.4706, 5.6365], [-4.1019, -3.4781, 3.5356], [-4.6933, -2.3689, 1.4313], [-4.0266, -0.9156, -0.4433], [-2.5374, 1.3317, -3.3805], [-3.3595, -0.0036, -5.2921], [-3.8066, -2.3088, -6.3454], [-4.8091, -2.7563, -4.9593], [-3.4632, -3.7920, -5.4430], [-2.7600, -3.6318, -2.9969], [-1.9387, -2.2559, -1.1302], [-2.2279, 6.7426, 2.3556], [-1.2228, 6.1532, 1.5033], [0.0645, 6.5877, 1.3765], [0.6581, 5.7881, 0.4502], [-0.2618, 4.8622, 0.0105], [-1.3867, 5.1215, 0.6779], [-1.7506, 7.2211, 3.2053], [-2.9096, 5.9724, 2.7092], [-2.7889, 7.4978, 1.8092], [0.4508, 7.4183, 1.9429], [1.6626, 5.8245, 0.0654], [-2.3087, 4.5782, 0.5533], [0.4689, -4.4442, -2.0373], [1.2681, -3.2995, -2.6212], [2.2985, -2.7337, -1.6727], [0.2982, -2.2235, -2.9466], [0.5279, -1.1328, -4.0292], [-1.3201, -1.3540, -5.3551], [0.8368, 0.7344, -3.4208], [1.4916, -1.7793, -5.0429], [2.6509, -1.4410, -5.9023], [3.6498, -0.5959, -5.1457], [3.2074, -2.7874, -6.3100], [1.1559, -5.2314, -1.7374], [-0.2258, -4.8545, -2.7700], [-0.0874, -4.1209, -1.1514], [1.7230, -3.6021, -3.5632], [1.8225, -2.4727, -0.7290], [2.7621, -1.8381, -2.0909], [3.0753, -3.4769, -1.4961], [2.2477, -0.9038, -6.7608], [4.0559, -1.1406, -4.2928], [3.2088, 0.3381, -4.8068], [4.4711, -0.3555, -5.8188], [3.6805, -3.2761, -5.4569], [3.9512, -2.6385, -7.0913], [2.4262, -3.4334, -6.7028]], "forces_ev_per_angstrom": [[-1.161, 0.399, 1.220], [0.137, -0.016, 0.258], [-0.094, 0.147, -0.169], [0.064, -0.043, 0.131], [0.014, 0.176, -0.245], [-0.067, 0.196, -0.465], [-0.317, -0.044, -0.033], [-0.096, 0.032, -0.017], [0.360, -0.271, 0.978], [0.316, -0.821, 0.143], [0.017, -0.020, -0.130], [0.233, 0.131, 0.102], [0.147, -0.093, -0.089], [-0.215, -0.106, -0.046], [0.019, 0.165, 0.199], [0.186, 0.155, -0.003], [-0.113, -0.123, -0.094], [-0.204, 0.109, 0.098], [0.172, 0.107, -0.053], [0.333, 0.019, -0.079], [-0.188, -0.214, -0.153], [-0.151, -0.112, -0.202], [0.102, -0.013, 0.223], [0.136, 0.215, -0.057], [-0.151, -0.081, -0.122], [-0.049, -0.081, 0.149], [0.091, 0.161, -0.058], [0.044, 0.008, -0.150], [-0.236, -0.042, -0.009], [0.282, 0.089, -0.039], [-1.044, 0.023, -0.144], [0.685, 1.372, -0.514], [0.017, 0.254, -0.213], [0.094, 0.281, 0.716], [-0.261, -0.379, 0.016], [-0.054, 0.321, 0.357], [-0.149, 0.117, -0.208], [-0.054, 0.091, 0.425], [-0.258, -0.520, -0.097], [0.084, 0.017, 0.013], [0.029, -0.084, -0.015], [0.033, 0.007, -0.014], [0.000, -0.073, -0.001], [0.072, -0.068, 0.021], [0.033, -0.046, 0.014], [0.023, -0.013, -0.030], [-0.048, 0.055, 0.067], [0.014, 0.007, -0.055], [-0.026, -0.024, 0.003], [0.046, 0.006, -0.026], [-0.007, -0.018, -0.013], [-0.033, -0.014, 0.045], [0.009, 0.002, 0.055], [0.083, -0.002, 0.052], [-0.015, -0.035, -0.020], [-0.012, 0.077, 0.047], [-0.040, -0.032, -0.059], [-0.031, -0.072, -0.027], [0.115, 0.035, -0.004], [0.062, -0.097, -0.022], [-0.036, -0.009, -0.004], [0.119, 0.036, -0.003], [0.075, -0.087, 0.020], [0.082, -0.042, 0.001], [-0.005, -0.158, -0.045], [-0.614, 0.301, 0.255], [0.161, -0.366, -0.281], [0.546, 0.058, -0.177], [0.157, 0.116, -0.036], [-0.222, -0.561, -0.376], [-0.150, -0.363, -0.228], [0.060, -0.080, 0.042], [0.055, 0.005, 0.010], [-0.008, 0.010, -0.039], [-0.030, 0.010, -0.035], [0.059, 0.044, 0.043], [-0.068, 0.005, 0.108], [-0.156, 0.289, -0.010], [0.318, -0.493, 0.252], [-0.084, -0.020, -0.017], [-0.108, 0.560, -0.321], [0.192, 0.616, 0.213], [0.794, 0.181, -0.073], [-0.262, -1.374, -0.746], [-0.627, 0.164, 0.284], [0.609, 0.013, -0.238], [-0.161, 0.054, -0.055], [-0.065, 0.143, -0.029], [0.038, -0.081, 0.005], [0.010, -0.028, 0.010], [0.116, -0.015, -0.078], [-0.037, 0.026, -0.010], [0.088, -0.079, -0.030], [0.094, 0.012, -0.016], [0.023, -0.004, -0.014], [-0.100, -0.015, 0.074], [-0.005, -0.029, 0.014], [0.065, 0.027, -0.013], [0.045, -0.028, -0.023], [0.026, 0.001, -0.044], [0.060, -0.034, 0.023], [-0.034, -0.021, -0.072]], "lumo_ev": -9.032, "energy_ev": -115982.71414, "e_homo_ha": -0.546, "relative_energy_ev": 0.0000, "charge": 3, "orbital_gap_ev": 5.8}

***

# 4
{"formula": "HNO3P2", "method": "ωB97M-V with the def2-TZVPD basis set", "species": ["N", "O", "O", "O", "P", "P", "H"], "positions_angstrom": [[0.9906, -0.8663, 0.5760], [2.0089, -0.3977, 0.6756], [-1.4359, -0.3075, 0.9418], [0.3442, 1.5838, 0.9762], [-0.4291, 0.5252, 0.3099], [-0.1416, 0.1076, -1.7405], [-1.3371, -0.6451, -1.7390]], "forces_ev_per_angstrom": [[1.286, -1.433, 0.116], [1.094, -0.300, 0.266], [-1.212, -0.397, 0.194], [-0.300, 0.229, -0.830], [-0.857, 1.686, 1.135], [0.008, 0.247, -0.815], [-0.020, -0.032, -0.067]], "lumo_ev": [-3.146, -2.149], "energy_ev": -26222.80175, "e_homo_ha": [-0.376, -0.380], "relative_energy_ev": 0.1444, "orbital_gap_ev": [7.1, 8.2]}

***

What is the formula in the second record?
C18H25N2O8S4W